Here is C11H8Cl5I2N2Ni as an isolated structure from OMol25. Energies are from the ωB97M-V functional and the def2-TZVPD basis.

Geometry as ORCA input:
```
! RIJCOSX wB97M-V def2-TZVPD def2/J DEFGRID3
* xyz 1 3
Ni -0.207 -0.015 0.130
I -2.175 2.114 -0.061
C -3.519 0.469 -0.176
I -2.651 -1.261 0.717
H -3.716 0.255 -1.219
H -4.418 0.723 0.370
Cl 1.248 -2.176 0.266
C 0.798 -1.939 -1.421
C 0.005 -0.828 -1.644
C -0.409 -0.639 -2.952
Cl -1.454 0.688 -3.330
C -0.019 -1.501 -3.979
Cl -0.538 -1.229 -5.589
C 0.799 -2.598 -3.695
Cl 1.285 -3.661 -4.945
C 1.216 -2.836 -2.387
Cl 2.200 -4.177 -1.987
C 1.281 2.864 1.320
C 0.975 1.747 2.253
N 0.362 0.616 1.945
C 0.258 -0.124 3.111
C 0.824 0.569 4.125
N 1.269 1.746 3.564
H 1.434 2.488 0.309
H 2.186 3.388 1.623
H 0.465 3.589 1.302
H -0.199 -1.098 3.130
H 0.952 0.339 5.168
H 1.747 2.486 4.050
*
```

Its energy is -4937.91886 Eh. For the energy above the lowest of the compared OMol25 structures with the same formula, charge and spin, the calculation gives 0.73 kcal per mole. The gap between HOMO and LUMO (alpha / beta) is 0.2876 / 0.2584 hartree. Its expectation value of S² is 2.01. Its HOMO energy (alpha / beta) is -11.66 / -11.66 eV.

***

Here is an isolated molecule of C22H32N2O5S2 from OMol25. Energies are from the ωB97M-V functional and the def2-TZVPD basis.

Geometry as ORCA input:
```
! RIJCOSX wB97M-V def2-TZVPD def2/J DEFGRID3
* xyz 0 1
C -2.804 -2.986 -2.924
C -3.207 -1.742 -3.716
C -2.818 -1.966 -5.175
C -4.683 -1.326 -3.519
C -4.753 0.013 -4.261
C -3.409 0.668 -3.894
C -2.661 -0.427 -3.097
C -1.166 -0.242 -3.001
S -0.723 1.521 -2.918
O -1.613 2.270 -2.092
O -0.485 1.980 -4.256
N 0.810 1.439 -2.230
C 1.103 1.435 -0.875
C 0.123 1.123 0.068
C 0.454 1.091 1.411
C 1.750 1.353 1.811
S 2.208 1.247 3.528
O 3.171 2.260 3.849
O 1.022 1.150 4.333
N 3.058 -0.192 3.506
C 2.274 -1.412 3.546
C 3.053 -2.559 2.893
C 4.226 -3.006 3.762
C 3.743 -3.406 5.154
C 3.010 -2.245 5.819
C 1.830 -1.795 4.962
C 2.729 1.663 0.887
C 2.408 1.711 -0.454
C -3.364 -0.455 -1.748
O -2.889 -0.165 -0.684
C -4.752 -0.996 -2.025
H -2.939 -2.859 -1.854
H -1.755 -3.216 -3.099
H -3.396 -3.839 -3.249
H -2.889 -1.064 -5.771
H -1.795 -2.331 -5.240
H -3.470 -2.720 -5.612
H -5.422 -2.056 -3.846
H -4.854 -0.135 -5.335
H -5.603 0.608 -3.931
H -3.536 1.560 -3.283
H -2.826 0.958 -4.767
H -0.647 -0.604 -3.883
H -0.768 -0.702 -2.100
H 1.531 1.784 -2.843
H -0.892 0.939 -0.241
H -0.290 0.872 2.160
H 3.819 -0.171 4.167
H 1.387 -1.190 2.942
H 3.414 -2.232 1.916
H 2.371 -3.398 2.746
H 4.950 -2.193 3.844
H 4.729 -3.851 3.287
H 4.593 -3.713 5.768
H 3.066 -4.259 5.069
H 2.648 -2.548 6.804
H 3.702 -1.413 5.969
H 1.333 -0.935 5.413
H 1.106 -2.609 4.889
H 3.726 1.877 1.238
H 3.160 1.962 -1.187
H -4.951 -1.865 -1.398
H -5.508 -0.248 -1.788
*
```

Its SMILES is CC1(C)[C@@H]2CC[C@@]1(CS(=O)(=O)Nc1ccc(S(=O)(=O)NC3CCCCC3)cc1)C(=O)C2. Its energy is -2139.61607 Eh. The gap between HOMO and LUMO is 0.3399 hartree. Its HOMO energy is -8.88 eV.

***

Here is a 2-piece molecular cluster, C12H14ClN2 overall at a distorted geometry from OMol25. Energies are from the ωB97M-V functional and the def2-TZVPD basis.

Geometry as ORCA input:
```
! RIJCOSX wB97M-V def2-TZVPD def2/J DEFGRID3
* xyz 1 1
C -2.676 4.241 1.367
N -1.627 3.158 0.957
C -0.965 2.441 1.983
C -0.360 1.265 1.596
C -0.578 0.665 0.279
C -1.331 1.426 -0.677
C -1.720 2.662 -0.315
C 0.195 -0.507 -0.058
C 0.971 -1.320 0.896
C 1.880 -2.218 0.576
N 1.942 -2.593 -0.701
C 1.224 -2.032 -1.776
C 0.406 -1.075 -1.445
C 2.056 -4.060 -0.777
H -2.289 4.904 2.201
H -3.497 3.736 1.858
H -2.984 4.905 0.550
H -0.638 2.924 2.920
H 0.413 0.988 2.369
H -1.395 1.042 -1.784
H -2.107 3.338 -1.201
H 0.835 -1.048 2.007
H 2.243 -2.525 1.509
H 1.235 -2.239 -2.766
H -0.015 -0.531 -2.369
H 1.174 -4.628 -0.213
H 2.967 -4.604 -0.478
H 1.910 -4.488 -1.789
Cl 2.718 -3.816 -4.707
*
```

Its energy is -1034.89639 Eh. For the energy above the lowest of the compared OMol25 structures with the same formula, charge and spin, the calculation gives 112.59 kcal per mole. The gap between HOMO and LUMO is 0.0891 hartree. Its HOMO energy is -9.30 eV.

***

Here is an isolated ion of composition C9H25NO3P3 and charge +1 from OMol25. Energies are from the ωB97M-V functional and the def2-TZVPD basis.

Geometry as ORCA input:
```
! RIJCOSX wB97M-V def2-TZVPD def2/J DEFGRID3
* xyz 1 1
C 3.009 2.605 -0.546
C 1.697 2.634 -1.347
C 1.563 1.491 -2.359
C 1.834 0.084 -1.822
N 0.613 -0.691 -1.454
P -0.318 -0.247 -0.166
P 1.027 0.024 1.538
P 2.170 -1.872 1.452
O 1.548 -2.934 0.672
O 2.518 -2.187 2.976
O 3.558 -1.296 0.926
C -1.760 -1.311 0.015
C -1.414 -2.788 0.214
C -2.627 -0.716 1.159
C -3.907 -0.015 0.681
C -3.748 1.489 0.464
H 3.774 2.003 -1.041
H 2.869 2.194 0.454
H 3.406 3.611 -0.417
H 0.837 2.668 -0.668
H 1.654 3.569 -1.908
H 0.563 1.499 -2.808
H 2.255 1.685 -3.183
H 2.503 0.095 -0.960
H 2.329 -0.528 -2.574
H 0.015 -0.763 -2.276
H -0.867 1.035 -0.338
H 0.094 -0.363 2.522
H 1.836 -1.993 3.638
H 4.334 -1.763 1.284
H -2.314 -1.196 -0.927
H -2.353 -3.332 0.333
H -0.885 -3.208 -0.638
H -0.811 -2.948 1.107
H -2.861 -1.527 1.849
H -2.052 0.022 1.736
H -4.692 -0.189 1.418
H -4.258 -0.485 -0.242
H -3.228 1.720 -0.470
H -4.719 1.979 0.417
H -3.192 1.944 1.287
*
```

Its SMILES is CCCC[NH+]=[P@H](PP(=O)(O)O)[C@@H](C)CCC. Its energy is -1662.31285 Eh. For the energy above the lowest of the compared OMol25 structures with the same formula, charge and spin, the calculation gives 2.59 kcal per mole. The gap between HOMO and LUMO is 0.3864 hartree. Its HOMO energy is -13.53 eV.

***

Here is a 2-piece molecular cluster, C8H11NO3 overall at a distorted geometry from OMol25. Energies are from the ωB97M-V functional and the def2-TZVPD basis.

Geometry as ORCA input:
```
! RIJCOSX wB97M-V def2-TZVPD def2/J DEFGRID3
* xyz 0 1
O 2.713 2.058 0.247
C 2.408 1.064 -0.354
C 2.916 -0.328 -0.001
O 3.629 -0.280 1.202
C 1.718 -1.267 0.065
O 1.017 -1.488 -0.888
H 1.717 1.067 -1.227
H 3.533 -0.652 -0.864
H 4.238 -1.031 1.237
H 1.529 -1.708 1.071
C -4.855 0.286 1.238
C -3.951 0.052 0.478
C -2.846 -0.220 -0.432
C -1.963 0.954 -0.911
N -0.793 0.085 -0.774
C -1.529 -0.795 0.145
H -5.661 0.491 1.910
H -3.180 -0.822 -1.285
H -2.147 1.342 -1.926
H -1.999 1.797 -0.191
H 0.026 0.523 -0.379
H -1.413 -0.537 1.205
H -1.359 -1.867 0.016
*
```

Its SMILES is O=CC(O)C=O.C#CC1CNC1. Its energy is -591.74709 Eh. For the energy above the lowest of the compared OMol25 structures with the same formula, charge and spin, the calculation gives 112.79 kcal per mole. The gap between HOMO and LUMO is 0.3403 hartree. Its HOMO energy is -9.08 eV.

***

Here is C28H46BrN3P2SV as an isolated structure at a distorted geometry from OMol25. Energies are from the ωB97M-V functional and the def2-TZVPD basis.

Geometry as ORCA input:
```
! RIJCOSX wB97M-V def2-TZVPD def2/J DEFGRID3
* xyz 2 4
N 4.057 2.097 5.609
C 4.466 0.967 5.032
C 4.510 0.822 3.645
C 4.143 1.907 2.815
C 3.884 3.145 3.458
C 3.786 3.177 4.862
C 3.848 1.738 1.397
V -0.140 0.554 -1.444
P -2.414 -1.302 -1.938
C 3.446 2.784 0.605
C 2.746 2.501 -0.666
C 1.541 3.177 -0.940
C 0.640 2.685 -1.902
C 1.090 1.536 -2.598
C 2.331 0.923 -2.483
C 3.175 1.433 -1.490
Br -0.606 0.667 -3.977
H 3.972 0.716 1.002
H 3.456 3.830 0.947
H 4.846 -0.130 3.223
H 3.737 4.085 2.909
H 4.741 0.144 5.708
H 3.473 4.090 5.378
H 1.323 4.085 -0.364
H 4.151 0.998 -1.310
H -0.228 3.236 -2.267
H 2.581 0.071 -3.117
P -1.394 1.267 0.606
C -1.055 -2.275 -2.715
C -1.358 -2.676 -4.155
H -0.898 -3.149 -2.063
H -0.118 -1.687 -2.696
H -0.423 -3.007 -4.628
H -2.081 -3.500 -4.199
H -1.735 -1.848 -4.770
C -3.498 -0.487 -3.202
C -4.444 -1.297 -4.064
H -2.808 0.082 -3.855
H -4.060 0.293 -2.661
H -5.016 -0.592 -4.686
H -3.916 -1.986 -4.731
H -5.161 -1.874 -3.472
C -3.438 -2.675 -1.202
C -3.847 -3.855 -2.063
H -4.313 -2.178 -0.760
H -2.828 -3.041 -0.365
H -4.534 -4.474 -1.473
H -4.370 -3.548 -2.970
H -2.983 -4.466 -2.342
C -2.018 0.123 1.903
C -3.097 -0.874 1.506
H -2.410 0.774 2.702
H -1.143 -0.418 2.293
H -3.544 -1.304 2.415
H -3.905 -0.429 0.911
H -2.678 -1.704 0.928
C -2.868 2.324 0.330
C -2.560 3.709 -0.224
H -3.358 2.400 1.313
H -3.538 1.764 -0.339
H -3.504 4.235 -0.407
H -1.985 4.306 0.491
H -1.997 3.680 -1.164
C -0.294 2.340 1.637
C 0.421 1.683 2.812
H -0.905 3.188 1.980
H 0.461 2.758 0.960
H 0.961 2.450 3.380
H -0.272 1.179 3.493
H 1.159 0.943 2.472
S 1.279 -0.264 0.220
C 1.834 -1.850 0.683
N 1.771 -2.915 -0.121
C 2.521 -4.038 0.407
C 2.989 -3.546 1.769
N 2.472 -2.188 1.822
H 1.405 -2.849 -1.072
H 3.369 -4.270 -0.242
H 1.875 -4.916 0.495
H 4.079 -3.536 1.843
H 2.589 -4.164 2.573
H 2.615 -1.552 2.604
*
```

Its energy is -5857.09932 Eh. For the energy above the lowest of the compared OMol25 structures with the same formula, charge and spin, the calculation gives 59.68 kcal per mole. The gap between HOMO and LUMO (alpha / beta) is 0.2470 / 0.2265 hartree. Its expectation value of S² is 3.79. Its HOMO energy (alpha / beta) is -13.49 / -13.66 eV.

***

Here is an isolated molecule of C3H6N2O2 at a distorted geometry from OMol25. Energies are from the ωB97M-V functional and the def2-TZVPD basis.

Geometry as ORCA input:
```
! RIJCOSX wB97M-V def2-TZVPD def2/J DEFGRID3
* xyz 0 1
H 0.015 -2.114 0.476
N -1.042 -2.282 0.047
C -1.641 -1.311 -0.497
N -1.176 0.034 -0.283
O -0.162 -0.079 0.836
C 0.683 1.119 0.569
C 1.894 0.777 -0.238
O 2.022 -0.396 -0.690
H -2.533 -1.396 -1.253
H -2.068 0.514 0.148
H 0.254 1.677 -0.330
H 0.960 1.746 1.379
H 2.793 1.710 -0.163
*
```

Its SMILES is [H]/N=C\NOCC=O. Its energy is -377.72286 Eh. For the energy above the lowest of the compared OMol25 structures with the same formula, charge and spin, the calculation gives 148.39 kcal per mole. The gap between HOMO and LUMO is 0.3666 hartree. Its HOMO energy is -9.24 eV.

***

Here is an isolated molecule of C4H3NO at a distorted geometry from OMol25. Energies are from the ωB97M-V functional and the def2-TZVPD basis.

Geometry as ORCA input:
```
! RIJCOSX wB97M-V def2-TZVPD def2/J DEFGRID3
* xyz 0 1
H -1.082 1.074 -1.232
N -0.624 0.200 -0.955
C 0.001 0.192 0.135
C 0.890 -0.951 0.398
C 1.933 -0.649 1.147
C 2.485 0.023 2.075
O 3.215 0.368 2.914
H 0.009 1.196 0.748
H 0.664 -1.726 -0.274
*
```

Its SMILES is [H]/N=C/C=C=C=O. Its energy is -284.10017 Eh. For the energy above the lowest of the compared OMol25 structures with the same formula, charge and spin, the calculation gives 45.76 kcal per mole. The gap between HOMO and LUMO is 0.2988 hartree. Its HOMO energy is -9.26 eV.

***

> Which of these has the highest energy?

C4H3NO